a:
Here is a 2-piece molecular cluster, C5H13N2 overall from the Open Molecules 2025 dataset. Energies are from wB97M-V/def2-TZVPD.

Properties
LUMO	-2.892	eV
E_HOMO	-13.88	eV
Kohn-Sham gap	10.98	eV
total charge	+1

```
20
Properties=species:S:1:pos:R:3:mulliken_charge:R:1
H -2.47204 0.22010 -2.59087 0.310
H 0.90708 -0.06617 0.50648 0.508
H 1.72287 -1.08886 -0.62897 0.393
H -1.51956 -0.70134 -3.74935 0.323
H 1.46267 -1.17631 2.81878 0.310
H 2.32357 0.41032 -0.50792 0.362
C -1.13841 0.34438 1.89148 -0.229
C 0.87129 -0.27277 2.95531 -0.979
H -1.67768 0.66332 1.00803 0.265
H -1.66016 0.28558 2.84638 0.234
H 1.55645 0.54888 3.16314 0.321
C -0.54994 -0.33253 -1.86384 0.027
H 0.23633 -0.40493 3.83567 0.340
C -1.46372 0.06460 -2.97655 -1.199
C 0.55818 0.32391 -1.55447 -0.399
H -0.78640 -1.25775 -1.34324 0.353
H -1.15107 0.98020 -3.47732 0.348
N 1.45908 -0.12042 -0.49662 -0.228
N 0.08060 0.04076 1.77786 -0.324
H 0.88423 1.17513 -2.13524 0.266
```

b:
Here is C5H13N2 as an isolated structure from the Open Molecules 2025 dataset. Energies are from wB97M-V/def2-TZVPD.

Properties
LUMO	-2.764	eV
E_HOMO	-14.31	eV
Kohn-Sham gap	11.54	eV
total charge	+1

```
20
Properties=species:S:1:pos:R:3:mulliken_charge:R:1
H 2.86898 0.51835 -1.30445 0.385
C 0.95355 0.68611 -0.11578 0.492
N -1.05353 0.14045 0.67362 -0.100
C -0.11478 -0.01980 -0.98030 -0.178
H 0.29981 -1.11386 -0.95587 0.272
H -1.21774 -0.42265 -2.73263 0.238
H 0.69896 -0.44521 1.66589 0.372
H -1.35418 -1.65734 1.95889 0.327
H 2.40073 -0.76611 -0.40109 0.451
C -1.79087 -1.03703 1.19411 -1.051
C 2.34219 0.22905 -0.35261 -1.615
H -2.10121 -1.68824 0.43726 0.392
H 0.03246 1.30357 1.97608 0.318
H -1.79141 0.79982 0.57282 0.379
H -2.68759 -0.72380 1.66869 0.392
H 0.90988 1.70388 -0.49215 0.299
H 3.01614 0.69443 0.35795 0.374
H -0.97709 1.15363 -2.29563 0.247
C 0.28307 0.44710 1.26745 -0.662
N -0.71739 0.19765 -2.14225 -0.329
```

c:
Here is an isolated ion of composition C5H13N2 and charge +1 from the Open Molecules 2025 dataset. Energies are from wB97M-V/def2-TZVPD.

Properties
LUMO	-3.327	eV
E_HOMO	-11.67	eV
SMILES	C[C@H]([NH3+])C/C=C\N
Kohn-Sham gap	8.34	eV
total charge	+1

```
20
Properties=species:S:1:pos:R:3:mulliken_charge:R:1
H 1.61648 -1.13906 -0.74055 0.377
N 1.36266 0.44808 0.45022 -0.367
H -1.13063 3.12377 -0.82975 0.327
H 1.15132 1.22857 -0.16409 0.288
C -0.45356 -0.85811 -0.87328 -0.763
H -0.79262 -1.88861 -0.87708 0.397
H 1.33876 -1.48913 2.04662 0.452
H -0.19370 -0.50626 -1.87804 0.396
C 0.70139 -1.80032 1.22651 -1.378
H 1.14314 -2.72002 0.88506 0.376
C 0.84170 -0.93323 -0.01998 0.199
H -0.33829 -1.97341 1.48460 0.345
C -1.40654 1.33857 -0.01331 -0.395
C -1.59678 0.02841 -0.37944 -0.405
H -2.53645 -0.08425 -0.90881 0.353
H 0.85986 0.61841 1.31953 0.385
H 2.34208 0.53655 0.74703 0.363
H -2.07609 1.76078 0.72985 0.405
N -0.58861 2.29224 -0.64438 -0.576
H -0.24411 2.01700 -1.56070 0.223
```

d:
Here is a 2-piece molecular cluster, C5H13N2 overall from the Open Molecules 2025 dataset. Energies are from wB97M-V/def2-TZVPD.

Properties
LUMO	-8.893	eV
E_HOMO	-13.42	eV
Kohn-Sham gap	4.53	eV
total charge	+1

```
20
Properties=species:S:1:pos:R:3:mulliken_charge:R:1
N -2.02343 -0.27955 0.42237 -0.226
H 3.96445 -1.66430 0.32304 0.279
H 0.65302 1.03819 1.66042 0.294
N 0.46317 0.06716 1.41664 -0.425
H -2.97372 -0.15312 0.04322 0.300
H -1.10857 1.42424 -0.37860 0.412
C 2.97561 -1.20880 0.27760 -0.767
H 1.17577 0.30625 -1.90146 0.364
H 2.21854 -1.51662 0.96764 0.295
H -0.42270 -0.20640 1.85153 0.319
C 2.74945 -0.25126 -0.63320 -0.212
H -1.31074 0.07003 -1.52297 0.463
C 0.29751 -0.12570 -0.01265 -0.022
H -6.49321 0.78834 0.42948 0.220
H 3.54316 0.07010 -1.29084 0.356
H -5.79115 0.60217 0.42637 -0.218
H 1.54711 1.50645 -0.64894 0.370
C -1.13467 0.32174 -0.44941 -0.723
C 1.41760 0.42801 -0.83449 -0.524
H 0.25282 -1.21692 -0.14575 0.445
```

Tell me which of them is the most stable. Sure, it is a.

a:
Here is a 2-piece molecular cluster, C3H12N4 overall from the Open Molecules 2025 dataset. Energies are from wB97M-V/def2-TZVPD.

Properties
LUMO	1.127	eV
E_HOMO	-8.26	eV
SMILES	C=NN.CCNN
Kohn-Sham gap	9.38	eV

```
19
Properties=species:S:1:pos:R:3:mulliken_charge:R:1
H -2.47351 0.87784 -0.79224 0.260
H 0.71136 0.72545 3.20183 0.288
H -1.21145 1.20224 0.15492 0.244
N -0.82276 -0.27838 -1.17853 -0.074
C 0.53042 0.00693 -1.81668 -0.396
C -0.75260 -1.38763 1.52573 -0.254
N 0.24948 -0.86652 2.18221 -0.325
H -1.37862 -0.73945 -1.90629 0.233
H 1.82172 -0.57323 -0.18242 0.273
N -1.45408 0.97397 -0.81410 -0.676
H 0.37394 1.01745 1.67068 0.091
H -1.70488 -0.85872 1.34513 0.336
H -0.80416 -2.48428 1.43477 0.257
C 1.63836 0.29617 -0.82091 -1.050
H 0.80994 -0.87079 -2.40672 0.344
N 0.05745 0.45014 2.46343 -0.467
H 1.40742 1.16331 -0.19572 0.215
H 2.57605 0.50095 -1.34920 0.370
H 0.42592 0.84455 -2.51589 0.329
```

b:
Here is one molecule with the formula C3H12N4 from the Open Molecules 2025 dataset. Energies are from wB97M-V/def2-TZVPD.

Properties
LUMO	1.086	eV
E_HOMO	-7.53	eV
SMILES	CNN(C)C(N)N
Kohn-Sham gap	8.62	eV

```
19
Properties=species:S:1:pos:R:3:mulliken_charge:R:1
H 0.18351 -2.15313 0.07245 0.226
H 2.73526 -0.54865 0.62704 0.176
C -2.23232 -0.23337 -0.54907 -0.766
H -0.06480 1.99125 -1.54374 0.416
H -2.49111 0.83102 -0.57140 0.275
H -2.97994 -0.76595 -1.14605 0.334
C 0.64218 1.56721 -0.82522 -1.013
C 0.58342 -0.28422 0.90689 -0.140
H 0.72599 2.24318 0.03081 0.293
N -0.90172 -0.47199 -1.10658 -0.565
H -0.89119 -0.10381 -2.06373 0.273
H 2.43774 0.54646 1.83549 0.172
N 0.46404 -1.69509 0.93357 -0.460
H 0.01442 0.16513 1.72401 0.367
N 2.02128 0.01741 1.07516 -0.465
H 1.62256 1.44285 -1.29204 0.254
H 0.26553 -2.20279 1.78694 0.176
N 0.16382 0.25088 -0.37526 0.195
H -2.29867 -0.59639 0.48073 0.254
```

Tell me which of them is the most stable. Sure, it is b.

a:
Here is an isolated ion of composition C5H11N and charge +1 from the Open Molecules 2025 dataset. Energies are from wB97M-V/def2-TZVPD.

Properties
spin multiplicity	2
LUMO (spin up / spin down)	-3.446 / -8.348	eV
E_HOMO (spin up / spin down)	-13.77 / -13.73	eV
Kohn-Sham gap (spin up / spin down)	10.32 / 5.38	eV
total charge	+1

```
17
Properties=species:S:1:pos:R:3:mulliken_charge:R:1
C -0.89750 1.18198 -0.76679 -0.430
H 1.26100 -2.03567 -0.09592 0.346
C 0.64951 0.74971 -0.75099 -0.405
H 2.14016 -1.61824 1.41360 0.332
H 1.71723 0.70372 1.09150 0.384
H -2.75617 -1.06531 1.14102 0.312
H 2.71702 -1.03952 -0.10984 0.400
H -1.26606 1.12071 -1.79732 0.269
C -2.13881 -0.19986 0.89551 -0.692
H -2.06180 -0.60576 -1.19582 0.335
C 1.76821 -1.20411 0.44106 -0.856
N 1.02035 0.03917 0.60005 -0.004
H -1.50437 0.12705 1.85166 0.207
C -1.73525 -0.00686 -0.35465 -0.233
H -0.95901 2.05101 -0.09569 0.366
H 1.23870 1.73059 -0.64443 0.318
H 0.80679 0.07139 -1.62295 0.352
```

b:
Here is a 2-piece molecular cluster, C5H11N overall from the Open Molecules 2025 dataset. Energies are from wB97M-V/def2-TZVPD.

Properties
spin multiplicity	2
LUMO (spin up / spin down)	-4.117 / -7.989	eV
E_HOMO (spin up / spin down)	-13.50 / -13.49	eV
Kohn-Sham gap (spin up / spin down)	9.38 / 5.50	eV
total charge	+1

```
17
Properties=species:S:1:pos:R:3:mulliken_charge:R:1
C -1.08348 0.95464 -1.49981 0.293
H -0.19170 -2.35293 1.36722 0.340
H -2.65487 1.60778 -0.21721 0.295
H 0.58419 0.03495 -2.17014 0.345
H 0.80004 1.29940 -1.11826 0.311
H 1.10880 -2.78946 0.21377 0.299
C 0.87386 0.08579 1.85016 -0.929
H -1.78818 0.28540 -1.98471 0.363
H 2.07281 -0.53224 0.34958 0.446
H 1.41408 1.01678 1.96606 0.341
H -0.98985 2.37494 0.10606 0.299
C -1.61283 1.71077 -0.48277 -0.617
H -0.24379 -1.88944 -0.36254 0.175
H -0.01518 0.04290 2.47288 0.314
N 0.19850 0.93276 -1.85752 -0.311
C 0.39647 -2.02162 0.51586 -0.946
C 1.13111 -0.76041 0.85137 -0.018
```

Tell me which of them is the most stable. Sure, it is b.

a:
Here is C4H5N as an isolated structure from the Open Molecules 2025 dataset. Energies are from wB97M-V/def2-TZVPD.

Properties
LUMO	0.765	eV
E_HOMO	-9.77	eV
Kohn-Sham gap	10.54	eV

```
10
Properties=species:S:1:pos:R:3:mulliken_charge:R:1
C -0.83868 -0.42610 0.38226 -0.269
H -2.46010 -1.49794 1.03241 0.263
C -0.26201 0.57878 0.14791 0.548
C 1.68034 1.84131 -0.94012 -0.131
H -1.23432 -2.34003 -0.05503 0.273
H 2.39798 0.93719 -0.75698 0.208
C -1.36259 -1.69998 0.78842 -1.120
H 2.32044 2.57220 -1.53550 0.241
N 0.52231 2.01433 -0.69740 -0.284
H -0.76339 -1.97976 1.63404 0.271
```

b:
Here is one molecule with the formula C4H5N from the Open Molecules 2025 dataset. Energies are from wB97M-V/def2-TZVPD.

Properties
LUMO	0.948	eV
E_HOMO	-8.33	eV
SMILES	c1cc[nH]c1
Kohn-Sham gap	9.28	eV

```
10
Properties=species:S:1:pos:R:3:mulliken_charge:R:1
H 1.84347 -1.18836 1.00365 0.280
C 0.42652 0.64643 0.79211 -0.305
H 0.53007 0.95079 2.03675 0.171
C -0.85307 -0.01820 -0.76001 -0.337
N -0.72497 0.85002 0.12584 -0.064
H -1.69222 0.13031 -1.31315 0.435
C 0.20687 -0.92564 -0.69413 -0.327
H -1.07278 1.81822 -0.09324 0.294
H 0.26932 -1.77132 -1.54121 0.226
C 1.06678 -0.49224 0.44339 -0.373
```

Tell me which of them is the most stable. Sure, it is b.

a:
Here is one molecule with the formula C4H5N from the Open Molecules 2025 dataset. Energies are from wB97M-V/def2-TZVPD.

Properties
LUMO	1.084	eV
E_HOMO	-8.39	eV
SMILES	c1cc[nH]c1
Kohn-Sham gap	9.47	eV

```
10
Properties=species:S:1:pos:R:3:mulliken_charge:R:1
H -1.90362 -1.30918 -0.11090 0.293
H 0.60136 -2.07259 0.12266 0.246
C 1.18941 -0.02225 -0.02710 -0.402
N 0.31032 -1.08058 -0.06348 -0.061
H 2.27816 -0.15649 0.09203 0.328
C -0.93870 0.73421 -0.01509 -0.353
H -1.81203 1.41379 0.05571 0.332
C 0.42337 1.07837 -0.05152 -0.367
C -0.99638 -0.64010 0.00297 -0.401
H 0.84812 2.05481 -0.00529 0.384
```

b:
Here is one molecule with the formula C4H5N from the Open Molecules 2025 dataset. Energies are from wB97M-V/def2-TZVPD.

Properties
LUMO	0.974	eV
E_HOMO	-10.97	eV
SMILES	N#CC1CC1
Kohn-Sham gap	11.94	eV

```
10
Properties=species:S:1:pos:R:3:mulliken_charge:R:1
C -0.32785 -0.05303 0.55173 0.071
H 0.39205 -1.10652 -1.23024 0.277
C -1.72418 -0.03817 0.12818 0.093
H 0.44055 1.34765 -1.04194 0.281
H 1.43303 1.27960 0.44607 0.227
C 0.71486 -0.72586 -0.27565 -0.573
C 0.69253 0.78057 -0.17416 -0.571
H 1.45528 -1.30923 0.21570 0.252
H -0.26982 -0.21638 1.63210 0.343
N -2.80644 0.04137 -0.25180 -0.399
```

Tell me which of them is the most stable. Sure, it is a.

a:
Here is a 2-piece molecular cluster, C5H10NS overall from the Open Molecules 2025 dataset. Energies are from wB97M-V/def2-TZVPD.

Properties
LUMO	-5.009	eV
E_HOMO	-13.07	eV
Kohn-Sham gap	8.06	eV
total charge	+1

```
17
Properties=species:S:1:pos:R:3:mulliken_charge:R:1
H 1.17568 -0.98057 0.39048 0.486
N 1.67120 -0.17957 -1.46235 -0.234
H 1.18259 -0.84079 -2.02079 0.269
H -2.82887 0.25261 -0.64890 0.428
H -1.05094 -1.83365 -0.14710 0.483
C -1.95957 -0.08108 -1.06301 -1.181
C -0.84405 -0.22148 1.16530 0.158
H -1.24172 0.28592 3.16497 0.280
C -1.20630 -0.78582 0.00844 -0.146
H -1.47311 0.73306 -1.36338 0.359
C 1.71278 -0.19251 -0.13421 0.004
H 1.94308 0.65218 -1.85912 0.195
H 2.89982 1.89084 0.23582 0.229
H 0.37109 0.92292 2.34464 0.103
C -0.59517 0.36567 2.28140 -0.636
S 2.55986 0.75935 1.01033 -0.096
H -2.31637 -0.74709 -1.90252 0.300
```

b:
Here is an isolated ion of composition C5H10NS and charge +1 from the Open Molecules 2025 dataset. Energies are from wB97M-V/def2-TZVPD.

Properties
LUMO	-4.372	eV
E_HOMO	-13.91	eV
Kohn-Sham gap	9.53	eV
total charge	+1

```
17
Properties=species:S:1:pos:R:3:mulliken_charge:R:1
H 0.57952 -0.22919 2.55101 0.359
C 0.13639 0.30972 0.52101 0.190
C 1.30945 -1.84359 -0.01606 -1.183
H 0.55769 0.04375 -2.93820 0.246
H 1.90142 0.32416 -0.67077 0.374
H 0.29701 -2.30183 0.10268 0.377
H 1.63258 -1.88785 1.08255 0.287
H -0.95390 0.60540 2.31968 0.243
H -2.40554 2.76870 -0.70267 0.305
C -0.05485 0.20886 1.86831 -0.975
H 2.05423 -2.37431 -0.58983 0.351
H -0.08514 2.00469 -0.88562 0.365
N -2.20849 1.76346 -0.76866 -0.365
H -2.96960 1.20589 -0.35015 0.284
S -0.22648 -0.25940 -1.85086 -0.109
C 0.98627 -0.36280 -0.42646 0.395
C -0.92170 1.33771 -0.48908 -0.144
```

Tell me which of them is the most stable. Sure, it is a.